(1)
63
Properties=species:S:1:pos:R:3 method="wB97M-V/def2-TZVPD" homo_lumo_gap_ev=6.4 total_charge=-1 largest_force_ev_per_a=4.98 homo_energy_ev=-4.84 energy_ha=-1876.685598
C 4.046 -2.707 1.520
C 2.878 -2.185 0.457
C 2.138 -3.359 -0.460
C 0.939 -2.870 -1.494
C 0.554 -1.253 -1.580
C -0.681 -0.780 -2.590
C -2.053 -0.567 -1.717
P -2.391 1.219 -1.021
N -2.163 2.360 -2.193
O -1.312 1.628 0.305
O -4.065 1.383 -0.456
C -2.349 -1.492 -0.396
O -3.451 -2.462 -0.704
B -3.332 -2.568 -2.201
O -3.120 -1.148 -2.599
C 1.301 -0.085 -0.705
C 2.488 -0.564 0.330
H 4.682 -1.831 1.967
H 4.677 -3.512 0.930
H 3.581 -3.289 2.449
H 2.431 -4.513 -0.403
H 0.312 -3.600 -2.182
H -0.298 0.240 -3.078
H -0.799 -1.545 -3.494
H -1.405 3.035 -1.879
H -1.368 0.833 0.944
H -4.390 0.424 -0.415
H -2.829 -0.832 0.444
H -1.514 -2.182 0.047
H -4.234 -3.164 -2.673
H -2.294 -3.092 -2.446
H 0.949 1.038 -0.862
H 3.015 0.282 0.958
O 4.146 -0.294 3.373
H 4.715 0.477 3.519
H 3.468 -0.218 4.061
O -3.115 3.224 2.238
H -2.774 2.672 1.518
H -3.383 4.044 1.796
O -3.897 -0.011 2.323
H -4.561 0.003 3.030
H -3.513 0.878 2.345
O 3.228 -6.120 -1.551
H 4.128 -6.138 -1.910
H 2.662 -6.154 -2.337
O -6.651 0.678 1.329
H -6.211 1.468 0.980
H -5.920 0.083 1.553
O 0.699 3.593 -2.012
H 1.581 3.319 -2.306
H 0.567 3.108 -1.184
O 4.370 2.451 3.121
H 3.741 2.063 2.494
H 4.636 3.282 2.700
O 1.127 6.712 -1.125
H 0.746 5.898 -1.488
H 0.974 6.636 -0.171
O 4.759 1.251 6.203
H 5.199 2.040 5.854
H 5.490 0.655 6.427
O -1.958 0.219 -5.437
H -2.621 0.233 -4.730
H -1.574 1.109 -5.414

=====

(2)
29
Properties=species:S:1:pos:R:3 method="wB97M-V/def2-TZVPD" de_lowest_kj_mol=143.98 homo_lumo_gap_ev=6.5 total_charge=0 largest_force_ev_per_a=3.37 homo_energy_ev=-6.50 energy_ha=-1055.497614
C 2.496 1.502 5.016
C 1.970 0.395 5.672
C 2.020 1.828 3.738
C 0.957 -0.314 5.131
C 0.925 1.103 3.233
C 0.274 0.054 3.938
C 0.260 0.813 0.821
C -2.132 -1.431 -3.427
C -0.925 -1.824 -2.500
C -0.327 -0.673 -1.772
C -1.231 -0.070 -0.770
N 0.526 1.542 1.891
O -0.542 1.112 -0.140
F 0.930 -0.318 0.742
S -1.000 -0.889 3.377
H 3.222 2.153 5.458
H 2.450 -0.071 6.455
H 2.309 2.693 3.141
H 0.643 -1.302 5.533
H -2.172 -0.351 -3.689
H -2.215 -1.978 -4.413
H -3.146 -1.496 -2.915
H -1.157 -2.687 -1.766
H -0.194 -2.244 -3.112
H 0.662 -1.086 -1.235
H -0.068 0.078 -2.466
H -2.126 0.273 -1.175
H -1.504 -0.738 0.009
H 0.023 2.487 2.039

=====

(3)
18
Properties=species:S:1:pos:R:3 method="wB97M-V/def2-TZVPD" de_lowest_kj_mol=409.18 homo_lumo_gap_ev="7.5 / 4.4" total_charge=+1 largest_force_ev_per_a=1.40 homo_energy_ev="-11.93 / -8.68" energy_ha=-446.750685
H -0.208 0.006 4.912
O 0.369 1.017 0.831
O 0.746 0.018 -1.037
O -1.323 -0.035 -0.209
C -0.479 1.495 1.838
C 0.347 -0.820 -2.159
C -0.686 0.751 2.971
C 1.576 -1.108 -2.977
C -0.143 0.337 -0.169
H -0.655 2.571 1.778
H -0.105 -1.732 -1.751
H -0.411 -0.266 -2.725
H -1.204 1.312 3.756
H -0.242 -0.251 2.971
H 1.284 -1.733 -3.830
H 2.022 -0.182 -3.361
H 2.323 -1.653 -2.385
Ba -3.212 0.275 1.545

=====

(4)
66
Properties=species:S:1:pos:R:3 method="wB97M-V/def2-TZVPD" homo_lumo_gap_ev=2.4 total_charge=-2 largest_force_ev_per_a=1.24 homo_energy_ev=1.56 energy_ha=-1707.311123
C 0.139 1.405 0.814
C 0.547 2.817 0.377
C -0.649 3.408 -0.405
C 0.733 3.677 1.639
C 1.751 2.880 -0.597
C 2.944 1.930 -0.401
C 3.461 1.901 1.048
C 4.089 2.495 -1.274
C 2.683 0.512 -0.924
C 1.587 0.197 -1.730
C 1.327 -1.112 -2.138
C 2.169 -2.139 -1.728
O 1.901 -3.446 -2.055
C 0.645 -3.919 -1.558
C 0.530 -3.980 -0.032
O -0.813 -3.873 0.351
C -1.188 -2.503 0.516
C -2.682 -2.329 0.481
C -3.112 -0.928 0.127
C -4.588 -0.907 0.209
N -5.149 -0.166 -0.785
C -4.116 0.428 -1.605
C -2.889 -0.453 -1.330
C 3.296 -1.847 -0.959
C 3.548 -0.536 -0.559
H -0.418 0.890 0.032
H -0.528 1.444 1.676
H 0.968 0.771 1.107
H -1.007 2.660 -1.116
H -1.484 3.621 0.258
H -0.345 4.293 -0.967
H 1.230 4.625 1.429
H 1.267 3.117 2.404
H -0.249 3.864 2.068
H 2.166 3.891 -0.518
H 1.374 2.812 -1.616
H 3.259 2.829 1.573
H 3.078 1.057 1.614
H 4.546 1.787 1.033
H 4.992 1.896 -1.186
H 3.776 2.591 -2.313
H 4.330 3.502 -0.923
H 0.875 0.949 -2.032
H 0.454 -1.305 -2.744
H -0.199 -3.347 -1.946
H 0.545 -4.930 -1.947
H 0.885 -4.934 0.353
H 1.102 -3.191 0.463
H -0.635 -1.896 -0.219
H -0.871 -2.147 1.499
H -3.052 -2.515 1.494
H -3.112 -3.052 -0.220
H -2.732 -0.158 0.821
H -5.222 -1.385 0.935
H -6.123 0.008 -0.925
H -4.367 0.594 -2.654
H -3.908 1.445 -1.235
H -2.943 -1.305 -2.009
H -2.011 0.169 -1.482
H 3.938 -2.663 -0.660
H 4.395 -0.318 0.074
O -0.657 -1.311 3.582
P -2.020 -1.838 4.117
O -2.280 -1.364 5.556
O -2.067 -3.383 4.025
O -3.113 -1.287 3.115

=====

(5)
44
Properties=species:S:1:pos:R:3 method="wB97M-V/def2-TZVPD" de_lowest_kj_mol=21.12 homo_lumo_gap_ev=7.7 total_charge=+1 largest_force_ev_per_a=1.09 homo_energy_ev=-12.53 energy_ha=-1182.066278
C 2.050 -1.698 0.322
N 1.423 -2.405 -0.794
C 1.697 -1.853 -2.098
C 1.487 -0.337 -2.123
C 0.233 0.191 -1.878
C 0.060 1.563 -1.881
C -1.317 2.087 -1.632
O -2.124 1.455 -1.033
O -1.559 3.296 -2.180
C 1.153 2.391 -2.102
C 2.386 1.828 -2.348
C 3.611 2.672 -2.582
C 4.098 3.097 -1.208
O 3.902 2.379 -0.263
O 4.701 4.268 -1.124
N 2.522 0.485 -2.368
H 2.144 -2.384 1.158
H 1.473 -0.846 0.693
H 3.048 -1.372 0.037
H 0.432 -2.532 -0.652
H 1.018 -2.264 -2.840
H 2.723 -2.062 -2.409
H -0.600 -0.468 -1.692
H -1.912 3.909 -1.521
H 1.048 3.463 -2.082
H 4.389 2.107 -3.086
H 3.309 3.525 -3.184
H 4.837 4.418 -0.172
H 3.416 0.048 -2.560
C -3.291 -0.126 1.115
C -3.629 -1.601 1.112
O -2.894 -2.316 2.116
C -3.369 -2.199 3.359
O -4.345 -1.577 3.687
O -2.572 -2.890 4.171
C -2.922 -2.802 5.556
H -2.215 0.018 1.031
H -3.782 0.377 0.288
H -3.613 0.345 2.044
H -3.336 -2.050 0.163
H -4.698 -1.768 1.236
H -3.966 -3.062 5.712
H -2.724 -1.799 5.930
H -2.293 -3.513 6.083

=====

(6)
21
Properties=species:S:1:pos:R:3 method="wB97M-V/def2-TZVPD" de_lowest_kj_mol=581.99 homo_lumo_gap_ev="5.7 / 5.7" total_charge=+1 largest_force_ev_per_a=4.45 homo_energy_ev="-12.26 / -12.26" energy_ha=-487.091937
H -0.219 -4.142 0.642
N 0.321 -3.218 0.627
N -0.278 -2.177 0.977
C 0.364 -0.981 0.416
N 0.090 0.306 1.032
C 0.016 0.663 2.518
C -0.249 0.886 -0.220
N -0.260 2.016 -0.680
C -0.547 2.709 -1.811
N -0.158 -0.501 -0.819
N 0.614 -0.753 -1.930
H -1.238 -2.240 1.202
H 1.478 -1.150 0.446
H -0.890 0.171 2.850
H 0.975 0.527 2.955
H -0.165 1.665 2.755
H 0.257 3.325 -2.228
H -1.366 3.396 -1.712
H -0.733 1.947 -2.600
H 0.330 -1.499 -2.621
H 1.658 -0.952 -1.800

=====

(7)
10
Properties=species:S:1:pos:R:3 method="wB97M-V/def2-TZVPD" de_lowest_kj_mol=434.35 homo_lumo_gap_ev=9.2 total_charge=0 largest_force_ev_per_a=9.16 homo_energy_ev=-8.64 energy_ha=-603.380469
N -1.929 -0.300 0.524
N -0.984 -0.846 1.499
C 0.108 -0.375 0.971
N 0.001 0.129 -0.316
S 1.444 0.447 -1.202
H -2.887 -0.169 1.349
H -1.888 0.766 0.223
H 0.986 -0.223 1.867
H -0.769 0.049 -0.922
H 1.190 1.803 -1.051